DFT (ωB97M-V/def2-TZVPD) results for a molecular structure, C29H35N2ReSbSe.

Properties
Maximum force, eV/Å: 0.97
2S+1: 2
HOMO level (spin up / spin down), hartree: -0.5165 / -0.5100
LUMO (spin up / spin down), eV: -8.40 / -8.00
Total charge: +2

Each line ends with the Löwdin spin population.
Cartesian coordinates (Å):
1 Re 0.93745 0.32960 -0.23434  0.98
2 C 3.96322 -2.01102 -2.26850  0.00
3 C 4.75219 -2.41905 -1.20283  0.01
4 C 4.36958 -2.11717 0.09490  0.00
5 C 3.19686 -1.40423 0.31860  0.01
6 C 2.39579 -0.96936 -0.75868  0.01
7 C 2.79330 -1.29041 -2.05101  0.01
8 C 2.68374 -1.07060 1.64974  0.01
9 C 3.24591 -1.46157 2.87039  0.00
10 C 2.60210 -1.14188 4.03682  0.00
11 C 1.38488 -0.42391 4.02574  0.00
12 C 0.67787 -0.08571 5.19977  0.00
13 C -0.48725 0.62780 5.12371  0.00
14 C -0.98293 1.04061 3.87385  0.00
15 C -0.32076 0.71976 2.71549  0.01
16 C 0.86603 -0.02781 2.77633  0.00
17 N 1.53635 -0.36133 1.61994  0.01
18 H 4.26298 -2.24737 -3.28086  0.00
19 H 5.66259 -2.97324 -1.38207  0.00
20 H 4.98892 -2.44294 0.92003  0.00
21 H 2.19610 -0.98329 -2.90146  0.00
22 H 4.17001 -2.01879 2.88318  0.00
23 H 3.02555 -1.43920 4.98862  0.00
24 H 1.07420 -0.39615 6.15781  0.00
25 H -1.02671 0.88746 6.02357  0.00
26 H -1.89530 1.62065 3.82939  0.00
27 H -0.71315 1.05156 1.75485  0.00
28 Se 1.03333 1.89846 -1.98952  -0.04
29 C 1.17110 3.57504 -1.05613  0.02
30 C 0.61742 4.69926 -1.64872  0.00
31 C 0.70030 5.89712 -0.94633  0.00
32 N 1.27746 6.01073 0.24203  0.00
33 C 1.82185 4.92879 0.78055  0.00
34 C 1.80063 3.67658 0.17738  0.00
35 H 0.14102 4.66727 -2.61894  0.00
36 H 0.27903 6.80184 -1.36879  0.00
37 H 2.30764 5.05841 1.74113  0.00
38 H 2.30495 2.84017 0.64542  0.00
39 C -0.43301 -3.30686 0.15514  0.00
40 C -1.73751 -2.51526 0.12351  0.00
41 C -2.86724 -3.31473 -0.51737  0.00
42 Sb -1.49969 -0.62108 -0.87586  -0.02
43 C -1.92322 -0.94479 -2.95683  0.00
44 C -2.06581 0.35401 -3.73441  0.00
45 C -0.88153 -1.87941 -3.55892  0.00
46 C -2.97690 0.70649 -0.04358  -0.01
47 C -2.58983 2.16684 -0.26205  0.00
48 C -4.36175 0.39082 -0.60147  0.00
49 H -0.53500 -4.14384 0.84821  0.00
50 H 0.42370 -2.71287 0.47966  0.00
51 H -0.19601 -3.72189 -0.82596  0.00
52 H -2.01715 -2.22707 1.14088  0.00
53 H -2.61386 -3.61751 -1.53471  0.00
54 H -3.81438 -2.77550 -0.54447  0.00
55 H -3.03213 -4.22689 0.05929  0.00
56 H -2.89074 -1.45196 -2.89543  0.00
57 H -1.11372 0.88273 -3.81346  0.00
58 H -2.80500 1.03091 -3.30510  0.00
59 H -2.38780 0.12442 -4.75186  0.00
60 H 0.12678 -1.47024 -3.46619  0.00
61 H -1.08329 -2.00735 -4.62388  0.00
62 H -0.88949 -2.86955 -3.10150  0.00
63 H -2.95988 0.46997 1.02470  0.00
64 H -2.62536 2.43678 -1.31898  0.00
65 H -1.58778 2.40657 0.10938  0.00
66 H -3.29115 2.81744 0.26379  0.00
67 H -4.43048 0.62604 -1.66484  0.00
68 H -5.10819 0.99962 -0.08770  0.00
69 H -4.64681 -0.65195 -0.46104  0.00

DFT (ωB97M-V/def2-TZVPD) results for a molecular structure, C29H35N4O2PtS2.

Properties
Maximum force, eV/Å: 0.42
HOMO level, hartree: -0.1661
LUMO, eV: 2.60
Total charge: -1

Each line ends with the Mulliken charge.
Cartesian coordinates (Å):
1 Pt -0.48411 0.21618 -0.78202  0.15
2 C 0.06823 -3.56182 -2.97020  -1.68
3 C -0.12151 -2.60016 -1.82769  1.52
4 N -0.55393 -1.40002 -2.07414  0.37
5 N -0.87806 -1.12700 -3.39785  -0.91
6 C -0.91087 0.13158 -3.68450  0.06
7 S -0.61378 1.46542 -2.64094  -0.31
8 S -1.49283 0.52581 -5.33120  -0.21
9 C -3.31947 0.44134 -5.03473  -1.16
10 C -3.74714 1.07489 -3.74835  0.37
11 C -3.97969 2.44432 -3.67497  -0.37
12 C -4.25395 3.04710 -2.45951  -0.68
13 C -4.28807 2.28885 -1.29820  -0.32
14 C -4.06885 0.92189 -1.36291  -0.29
15 C -3.80842 0.31710 -2.58273  -0.02
16 C 0.18149 -3.05397 -0.46904  0.15
17 C 0.70486 -4.35561 -0.30341  -0.91
18 C 0.99386 -4.90573 0.92228  -0.93
19 C 0.75141 -4.14771 2.07190  -0.43
20 C 0.23277 -2.88462 1.96766  -0.40
21 C -0.06888 -2.28655 0.71556  0.39
22 O -0.56803 -1.09630 0.77427  -0.67
23 H -0.10683 -3.06111 -3.91634  0.38
24 H -0.61915 -4.40526 -2.88117  0.35
25 H 1.08363 -3.95603 -2.95250  0.41
26 H -3.62847 -0.60297 -5.07462  0.38
27 H -3.75230 0.96633 -5.88781  0.50
28 H -3.90464 3.04481 -4.57433  0.33
29 H -4.40999 4.11770 -2.41143  0.36
30 H -4.45900 2.76587 -0.34309  0.35
31 H -4.06248 0.32818 -0.45789  0.36
32 H -3.59331 -0.74328 -2.62554  0.23
33 H 0.88769 -4.96336 -1.17673  0.27
34 H 1.39902 -5.90708 0.99066  0.38
35 H 0.97754 -4.55741 3.05064  0.41
36 H 0.04544 -2.26489 2.83497  0.46
37 C 1.31222 4.58306 -1.75691  -0.89
38 N 2.24156 4.05509 -0.77278  -0.08
39 C 3.56375 3.94827 -1.34546  -0.97
40 C 1.80203 2.75551 -0.25409  -0.78
41 C 0.51101 2.82141 0.53582  1.64
42 C 0.34199 3.89901 1.40631  -0.27
43 C -0.77636 4.00309 2.21350  -0.63
44 C -1.73232 2.99690 2.17117  -0.91
45 C -1.56021 1.92335 1.31577  -0.21
46 C -0.45882 1.80832 0.46127  -0.97
47 H 1.60626 5.59986 -2.02956  0.37
48 H 0.30837 4.61256 -1.33701  0.30
49 H 1.27730 3.97073 -2.66976  0.26
50 H 3.90036 4.92864 -1.69086  0.32
51 H 3.59881 3.25403 -2.20490  0.31
52 H 4.26784 3.58882 -0.59203  0.30
53 H 2.59956 2.39539 0.41086  0.28
54 H 1.70224 2.01111 -1.05866  0.42
55 H 1.10911 4.66461 1.43217  0.38
56 H -0.89590 4.85226 2.87672  0.38
57 H -2.60771 3.04598 2.81013  0.38
58 H -2.30114 1.13133 1.31190  0.48
59 C 4.56772 -0.77533 3.00610  -1.21
60 N 3.17293 -0.49161 2.75033  0.41
61 C 2.76276 -0.53695 1.35421  -0.67
62 C 2.26038 -0.27062 3.73563  0.78
63 C 2.74627 -0.38393 5.16913  -1.39
64 O 1.08913 -0.04022 3.51372  -0.57
65 H 5.10676 -0.70014 2.06362  0.40
66 H 4.72524 -1.78464 3.40035  0.33
67 H 5.01463 -0.05592 3.69451  0.36
68 H 3.30854 0.21469 0.77286  0.45
69 H 1.69365 -0.35816 1.23217  -0.34
70 H 2.98576 -1.52253 0.93169  0.48
71 H 3.78610 -0.10569 5.33087  0.38
72 H 2.61956 -1.42141 5.48647  0.25
73 H 2.09878 0.23875 5.78104  0.35

DFT (ωB97M-V/def2-TZVPD) results for a molecular structure, C29H35N9S5Ti.

Properties
Maximum force, eV/Å: 1.29
2S+1: 3
HOMO level (spin up / spin down), hartree: -0.4333 / -0.4789
LUMO (spin up / spin down), eV: -5.01 / -4.98
Total charge: +2

Each line ends with the Löwdin spin population.
Cartesian coordinates (Å):
1 Ti -0.04194 0.10624 0.12654  1.74
2 C -5.82136 -1.64330 -0.31353  0.00
3 C -5.20397 -1.79721 -1.69589  0.00
4 S -3.40209 -1.78409 -1.79220  0.00
5 C -2.93266 -3.13959 -0.70503  0.00
6 C -2.74920 -2.85876 0.79700  0.00
7 S -2.18107 -1.20095 1.26348  0.02
8 C -3.35725 -0.65753 2.52160  0.00
9 C -4.84849 -0.73129 2.18074  0.00
10 S -5.36584 -0.11561 0.56159  0.00
11 H -5.56174 -2.49222 0.31742  0.00
12 H -6.90683 -1.65500 -0.42181  0.00
13 H -5.52134 -0.98019 -2.34677  0.00
14 H -5.58513 -2.71690 -2.14449  0.00
15 H -2.00741 -3.53434 -1.12080  0.00
16 H -3.67268 -3.93622 -0.80816  0.00
17 H -2.05616 -3.59270 1.20861  0.00
18 H -3.69190 -2.99867 1.32384  0.00
19 H -3.06972 0.37604 2.72018  0.00
20 H -3.18532 -1.22191 3.43991  0.00
21 H -5.37721 -0.14131 2.93090  0.00
22 H -5.22172 -1.74854 2.29422  0.00
23 N 1.63487 1.91636 -3.31195  0.01
24 C 2.89134 1.45412 -2.92991  0.00
25 C 4.13359 1.52598 -3.55100  0.00
26 C 5.18078 0.92055 -2.88695  0.00
27 C 4.99661 0.26479 -1.65722  0.00
28 C 3.76326 0.20277 -1.04521  0.00
29 C 2.69949 0.82081 -1.70112  0.00
30 N 1.35782 0.91886 -1.34241  0.01
31 C 0.77109 1.55792 -2.33528  0.01
32 C -0.67701 1.77209 -2.33714  0.00
33 C -1.45430 2.49418 -3.18800  0.00
34 S -3.08350 2.41961 -2.67063  0.01
35 C -2.63431 1.42874 -1.36605  0.02
36 N -1.35780 1.15994 -1.30384  0.01
37 H 1.40849 2.39055 -4.16976  0.00
38 H 4.27554 2.02169 -4.50079  0.00
39 H 6.16812 0.94305 -3.32589  0.00
40 H 5.85016 -0.20698 -1.18985  0.00
41 H 3.60631 -0.31855 -0.11005  0.00
42 H -1.16693 3.05175 -4.06309  0.00
43 H -3.35351 1.01957 -0.66616  0.00
44 C 1.17080 -4.04264 -2.42263  0.01
45 C 1.06117 -4.10466 -1.04114  0.00
46 C 0.53406 -3.01908 -0.36494  0.01
47 N 0.10837 -1.90849 -0.97959  0.01
48 C 0.18083 -1.88157 -2.31503  0.01
49 C 0.71053 -2.90742 -3.07398  0.00
50 H 1.59538 -4.86491 -2.98202  0.00
51 H 1.38379 -4.97222 -0.48398  0.00
52 H 0.44743 -3.03278 0.71547  0.00
53 H -0.24458 -1.01133 -2.80241  0.00
54 H 0.73945 -2.81971 -4.15006  0.00
55 C 4.48287 -1.53461 3.05906  0.00
56 N 4.03708 -0.16433 2.84022  0.00
57 C 4.79170 0.96971 3.08040  0.00
58 C 4.03397 2.03253 2.74597  0.00
59 N 2.82632 1.52823 2.30785  0.00
60 C 2.82951 0.18164 2.36673  0.00
61 S 1.57808 -0.92049 1.96355  0.01
62 H 5.36874 -1.50613 3.68621  0.00
63 H 4.71649 -2.00894 2.10707  0.00
64 H 3.69527 -2.09292 3.55867  0.00
65 H 5.79073 0.90837 3.47042  0.00
66 H 4.23776 3.08601 2.78631  0.00
67 H 2.03056 2.05228 1.98705  0.00
68 N -0.28931 5.54438 1.16226  0.00
69 C -0.39726 4.29710 1.65668  0.00
70 C -0.03978 3.16573 0.88233  0.02
71 N -0.15685 1.93804 1.36186  0.02
72 C -0.60262 1.79873 2.62973  0.02
73 C -0.94505 2.91382 3.36876  0.00
74 N -0.85429 4.15297 2.89883  0.02
75 H 0.07050 5.72741 0.24439  0.00
76 H -0.53455 6.32079 1.75288  0.00
77 H 0.34461 3.28296 -0.12516  0.00
78 H -0.64572 0.79758 3.03909  0.00
79 H -1.30504 2.80021 4.38409  0.00

Calculated ΔE to the lowest compared entry with this formula, charge and spin (kcal per mole), listed in the same order as above: 5.2 15.1 1.7